Arrangement P

19
Properties=species:S:1:pos:R:3:lowdin_charge:R:1 method="wB97M-V/def2-TZVPD" multiplicity=1 homo_lumo_gap_ev=10.46 charge=0 e_lumo_ev=1.13 smiles=CCON.CC
C 0.720 0.737 0.571 -0.16
C 0.493 1.860 -0.416 -0.10
N 2.709 -0.848 0.391 -0.03
O 1.576 -0.473 -0.377 -0.25
H 2.588 -1.844 0.584 0.08
H 3.499 -0.758 -0.249 0.08
H 1.601 0.969 1.183 0.08
H -0.017 0.776 1.376 0.10
H 1.313 1.915 -1.135 0.07
H 0.462 2.821 0.106 0.08
H -0.433 1.733 -0.982 0.06
C -1.373 -1.285 0.269 -0.19
C -2.343 -0.443 -0.511 -0.18
H -1.846 0.011 -1.372 0.06
H -0.915 -2.079 -0.323 0.06
H -1.798 -1.693 1.186 0.06
H -0.312 -0.705 0.478 0.05
H -2.753 0.359 0.109 0.07
H -3.169 -1.055 -0.888 0.06

Arrangement Q

19
Properties=species:S:1:pos:R:3:lowdin_charge:R:1 method="wB97M-V/def2-TZVPD" multiplicity=1 homo_lumo_gap_ev=10.57 charge=0 e_lumo_ev=0.98 smiles=CC[C@H](C)N.O
C 0.705 2.151 -1.058 -0.09
C 0.097 0.928 -0.380 -0.46
C -0.162 -0.246 -1.344 -0.23
C -1.430 -1.014 -0.954 -0.10
N 0.979 0.424 0.710 0.04
H 0.877 2.975 -0.358 0.07
H 1.716 1.990 -1.458 0.08
H 0.123 2.547 -1.888 0.07
H -0.858 1.230 0.040 0.12
H -0.122 0.140 -2.369 0.10
H 0.684 -0.938 -1.345 0.11
H -2.260 -0.372 -0.676 0.06
H -1.756 -1.625 -1.792 0.07
H -1.227 -1.529 -0.017 0.06
H 1.053 1.157 1.401 0.07
H 1.844 0.201 0.258 0.06
H 0.681 -1.946 2.650 0.03
H -0.505 -1.118 2.385 0.00
O -0.272 -2.030 2.558 -0.07

Relative to the most stable structure, the computed energies are arrangement P 0.1620; arrangement Q 0.0000, all in hartree.

Arrangement P

19
Properties=species:S:1:pos:R:3:lowdin_charge:R:1 method="wB97M-V/def2-TZVPD" multiplicity=1 homo_lumo_gap_ev=7.76 charge=0 e_lumo_ev=-0.31
C 2.191 0.413 1.310 -0.09
C 1.335 0.021 -0.008 -0.33
N -0.024 -0.397 0.474 -0.08
C -0.186 -0.855 -0.822 -0.24
C -0.682 -0.137 -2.025 -0.07
H 2.221 -0.217 2.224 0.07
H 1.576 1.218 1.677 0.05
H 3.231 0.749 0.998 0.09
H 1.381 0.966 -0.629 0.12
H 2.043 -0.779 -0.338 0.11
H -0.466 -3.385 1.837 0.02
H -0.046 -2.020 -0.886 0.13
H -0.895 -3.070 1.308 0.00
H 0.145 0.496 -2.572 0.13
H -1.327 -0.743 -2.724 0.09
H -1.316 0.715 -1.560 0.10
H -1.492 0.705 0.464 -0.04
H -2.996 0.884 0.993 0.02
O -2.230 1.325 0.646 -0.09

Arrangement Q

19
Properties=species:S:1:pos:R:3:lowdin_charge:R:1 method="wB97M-V/def2-TZVPD" multiplicity=1 homo_lumo_gap_ev=9.42 charge=0 e_lumo_ev=0.95 smiles=CNC(C)C.O
C -0.745 -0.491 -1.247 -0.14
N -0.813 0.088 0.071 -0.12
C 0.824 1.871 -0.509 -0.09
C 0.446 0.829 0.509 -0.43
C 1.581 -0.163 0.771 -0.09
H -0.884 0.261 -2.032 0.07
H -1.537 -1.228 -1.422 0.08
H 0.239 -0.960 -1.379 0.08
H -1.365 0.070 0.905 0.09
H 1.668 2.543 -0.295 0.08
H -0.005 2.562 -0.693 0.08
H 1.014 1.445 -1.500 0.07
H 0.296 1.224 1.522 0.13
H 2.415 0.526 0.981 0.07
H 2.009 -0.742 -0.063 0.07
H 1.505 -0.932 1.549 0.08
H -2.810 -2.753 0.724 0.03
H -1.645 -1.790 0.772 -0.01
O -2.191 -2.361 1.336 -0.06

Arrangement R

19
Properties=species:S:1:pos:R:3:lowdin_charge:R:1 method="wB97M-V/def2-TZVPD" multiplicity=1 homo_lumo_gap_ev=10.37 charge=0 e_lumo_ev=1.04 smiles=CC[C@H](C)N.O
C -1.117 -1.649 -1.370 -0.09
C -0.255 -0.862 -0.407 -0.46
C 0.577 0.220 -1.127 -0.20
C 2.094 0.087 -0.825 -0.10
N -1.024 -0.215 0.682 0.02
H -1.765 -2.399 -0.894 0.07
H -1.764 -1.034 -1.978 0.07
H -0.495 -2.271 -2.030 0.08
H 0.362 -1.562 0.157 0.12
H 0.400 0.222 -2.198 0.10
H 0.274 1.157 -0.672 0.09
H 2.538 1.083 -0.771 0.07
H 2.264 -0.434 0.111 0.06
H 2.606 -0.500 -1.582 0.06
H -1.660 -0.866 1.115 0.07
H -1.494 0.638 0.416 0.07
H -0.074 1.702 1.852 -0.01
H 0.217 1.614 3.292 0.03
O -0.309 2.141 2.682 -0.08

Relative to the most stable structure, the computed energies are arrangement P 0.1959; arrangement Q 0.0355; arrangement R 0.0000, all in hartree.